No. 1
Below is a 2-piece molecular cluster, C5H11O2 overall, with properties calculated with ωB97M-V/def2-TZVPD.

Element x y z (Å)
C  -0.154137  -0.639217  -0.880534
O  -0.433009  -1.268136  -2.007074
C  -0.228396  0.918226  -0.868526
C  -0.529751  1.355539  0.610793
C  0.555958  0.863474  1.552023
C  1.073397  1.695175  2.482186
H  0.835034  -0.869350  -0.409747
H  -0.726687  -0.953589  0.007082
H  0.806512  1.240769  -1.083980
H  -0.891060  1.449007  -1.551612
H  -1.495878  0.965325  0.953431
H  -0.607699  2.435084  0.732140
H  0.396292  -0.162829  1.890387
H  0.974404  2.767877  2.395784
H  1.737856  1.203507  3.187904
H  -0.187442  -3.886022  -2.999888
H  -0.592950  -3.075992  -1.915405
O  -0.532437  -4.038842  -2.094972

Cartesian forces, eV/Å:
C -0.219 2.294 1.008
O 0.162 -0.406 -0.172
C 0.933 0.294 1.228
C 0.822 -0.232 -0.777
C -2.246 1.222 2.092
C 0.650 -1.606 -1.445
H 0.032 -0.492 -0.793
H -0.675 -0.815 -0.249
H -0.488 0.293 -0.108
H -0.187 -0.679 -0.211
H 0.082 -0.188 -0.192
H 0.095 0.132 -0.372
H 1.000 -0.246 -0.541
H 0.195 0.074 0.163
H -0.163 0.640 0.409
H -0.182 -0.972 0.416
H -0.261 -0.522 0.653
O 0.450 1.209 -1.110

Calculated values
HOMO level (alpha / beta) ... -10.076 / -10.046 eV
Multiplicity ... 2
LUMO (alpha / beta) ... 0.81 / -2.27 eV
Orbital gap (alpha / beta) ... 0.39994 / 0.28563 Eh
Net charge ... 0

***

No. 2
Below is an isolated ion of composition C7H14N and charge +1, with properties calculated with ωB97M-V/def2-TZVPD.

Element x y z (Å)
C  0.941893  2.277288  -0.217414
C  -0.203516  1.272231  -0.032434
C  -0.608856  0.437155  -1.254911
N  -0.259284  -0.797846  -0.601993
C  -1.094234  -1.912179  -0.593015
C  1.212519  -0.752374  -0.294428
C  0.248230  -0.050506  0.580566
C  -0.060378  -0.520587  2.002454
H  1.854605  1.827688  -0.600606
H  1.243761  2.755072  0.688218
H  0.567935  2.979364  -0.917502
H  -1.024539  1.700952  0.637149
H  -1.622086  0.641522  -1.475666
H  -0.032568  0.673971  -2.240971
H  -1.760574  -2.047596  -1.568727
H  -0.616699  -2.947622  -0.326402
H  -1.864209  -1.776468  0.149121
H  1.867285  -0.240747  -0.908470
H  1.597719  -1.633935  0.027027
H  0.069471  -1.622834  2.063371
H  -1.008054  -0.210425  2.197185
H  0.551577  -0.052123  2.687449

Cartesian forces, eV/Å:
C -0.585 -0.926 -0.028
C 1.250 0.478 1.727
C 0.899 3.098 -2.430
N 1.807 0.151 -0.723
C -2.695 -4.572 -1.227
C -2.243 1.322 0.665
C 0.499 -0.374 1.979
C 1.436 -1.898 -3.166
H -0.119 -0.164 -0.323
H -0.167 0.476 0.704
H 0.077 1.093 -0.632
H 0.763 -0.515 -1.442
H -1.317 -0.804 -0.183
H -0.765 -0.721 1.804
H 2.026 0.407 1.663
H -0.452 2.196 -0.744
H -0.244 0.182 0.520
H 0.720 1.081 -1.630
H 0.708 -2.656 1.081
H -0.227 0.725 0.178
H -3.000 0.466 0.824
H 1.630 0.956 1.384

Calculated values
HOMO level ... -15.676 eV
SMILES string ... C[C@H]1C[N@@+]2(C)C[C@@]12C
Multiplicity ... 1
LUMO ... -2.59 eV
Orbital gap ... 0.48110 Eh
Net charge ... +1

***

No. 3
Below is a 2-piece molecular cluster, C5H13NO overall, with properties calculated with ωB97M-V/def2-TZVPD.

Element x y z (Å)
C  1.265885  -1.277256  -1.304872
C  0.615873  -0.650145  -0.312500
C  0.988739  0.666415  0.394274
C  1.418316  0.677612  1.871438
N  -0.499657  -1.278662  0.187941
C  -1.746584  -0.573477  0.541357
H  1.400371  -2.320622  -1.436501
H  2.016554  -0.632229  -1.842853
H  0.102426  1.349202  0.469565
H  1.832322  1.255339  -0.162016
H  2.510666  0.525205  2.050273
H  0.726659  0.244971  2.562798
H  1.245149  1.739564  2.046352
H  -0.826617  -2.008100  -0.448385
H  -2.390575  -1.124680  1.179085
H  -1.487217  0.434988  1.190157
H  -2.390477  -0.282223  -0.363637
O  -1.906187  0.864239  -2.175350
H  -1.437803  1.090416  -2.984193
H  -1.437846  1.299447  -1.462939

Cartesian forces, eV/Å:
C 2.646 2.824 -0.448
C -0.281 0.365 0.211
C 0.420 1.156 -1.481
C 0.879 1.285 -0.592
N -2.319 -0.930 0.801
C 0.758 3.703 0.270
H -0.912 -0.813 -0.424
H -0.369 -0.975 0.819
H 0.583 -0.565 -0.863
H -1.679 -1.272 0.607
H -1.088 -0.513 -0.001
H -0.057 -1.051 0.309
H 0.496 0.245 0.555
H 0.707 0.116 0.309
H -0.215 -0.930 0.674
H -0.763 -2.491 -1.726
H 1.143 -0.265 1.187
O -0.270 -0.040 -0.336
H 0.078 0.017 0.050
H 0.242 0.134 0.080

Calculated values
HOMO level ... -7.687 eV
SMILES string ... C=C(CC)NC.O
Multiplicity ... 1
LUMO ... 0.81 eV
Orbital gap ... 0.31233 Eh
Net charge ... 0

***

No. 4
Below is C30H29F2FeN8S as an isolated structure, with properties calculated with ωB97M-V/def2-TZVPD.

Element x y z (Å)
Fe  -0.359286  -0.669301  0.832858
N  3.232906  -2.969828  2.218414
C  2.011402  -2.737010  1.771625
N  1.327507  -1.648258  2.011436
C  1.894940  -0.667942  2.853326
N  1.180706  0.314950  3.292621
N  -0.123775  0.120537  2.815952
C  -1.099814  0.202605  3.610636
C  -2.359412  -0.400238  3.105298
C  -3.566967  -0.244891  3.742754
C  -4.647647  -1.009177  3.311789
C  -4.457839  -1.915923  2.288451
C  -3.209634  -1.990848  1.682178
N  -2.179499  -1.233309  2.058736
C  3.296438  -0.812279  3.247016
C  3.981206  0.179825  3.952735
C  5.298285  -0.016509  4.305985
C  5.942780  -1.213396  3.977490
C  5.274219  -2.210301  3.297676
C  3.951692  -1.993026  2.931036
H  3.669718  -3.859980  2.025822
H  1.567919  -3.513227  1.158296
H  -0.997965  0.526831  4.644084
H  -3.659412  0.448928  4.567457
H  -5.614031  -0.908118  3.787311
H  -5.254664  -2.567443  1.958349
H  -3.026182  -2.688977  0.878360
H  3.456981  1.088220  4.216181
H  5.832622  0.750336  4.848981
H  6.975749  -1.364011  4.260381
H  5.765195  -3.145727  3.058748
F  -4.892091  -1.352640  -2.045309
C  -3.558354  -1.454082  -1.998687
C  -2.873625  -0.815358  -0.978092
C  -1.492635  -0.944760  -0.909122
C  -0.799442  -1.645471  -1.902286
C  -1.544014  -2.280199  -2.893631
F  -0.921997  -3.005671  -3.836033
C  -2.918745  -2.206013  -2.963958
C  0.677089  -1.562942  -1.868539
C  1.526653  -1.847282  -2.933811
C  2.873208  -1.556130  -2.818247
C  3.356018  -0.982548  -1.649073
C  2.464391  -0.766331  -0.622721
N  1.160539  -1.061168  -0.720266
H  -3.439611  -0.239757  -0.254226
H  -3.462542  -2.707503  -3.751984
H  1.136918  -2.270695  -3.845465
H  3.539990  -1.759705  -3.645895
H  4.394061  -0.703342  -1.537618
H  2.792937  -0.329662  0.312654
C  -2.677673  2.134385  -4.054468
C  -2.658408  2.933926  -2.762597
N  -1.978248  2.221865  -1.666142
C  -0.807368  2.424828  -1.082681
S  -0.530455  1.692671  0.488166
N  0.173813  3.179461  -1.553819
C  0.352794  3.845483  -2.857340
C  0.157983  5.349959  -2.777334
H  -3.203601  2.695418  -4.826588
H  -3.198756  1.186136  -3.916525
H  -1.671471  1.916625  -4.414467
H  -3.676768  3.110644  -2.418590
H  -2.197889  3.907357  -2.889215
H  -2.539601  1.535066  -1.184306
H  0.931167  3.297158  -0.896168
H  -0.312834  3.387201  -3.578862
H  1.370244  3.614797  -3.171427
H  -0.849041  5.611882  -2.451225
H  0.328398  5.795339  -3.757095
H  0.864833  5.798546  -2.078987

Cartesian forces, eV/Å:
Fe 0.272 0.050 -0.447
N 0.244 0.005 0.128
C -0.252 0.212 -0.010
N 0.140 0.000 0.180
C 0.111 -0.216 0.052
N -0.595 -0.305 -0.319
N 0.655 0.319 0.131
C -0.434 -0.156 -0.010
C 0.461 0.160 0.119
C -0.209 -0.021 0.081
C -0.016 0.086 0.054
C 0.061 -0.090 -0.037
C 0.041 0.022 0.156
N -0.226 -0.071 -0.065
C -0.231 0.219 -0.034
C 0.017 0.046 0.007
C 0.015 -0.057 0.000
C -0.001 0.053 0.026
C 0.013 -0.014 0.018
C 0.031 -0.291 -0.095
H -0.003 0.037 -0.013
H -0.023 0.027 -0.020
H 0.011 0.029 -0.053
H -0.003 -0.025 0.009
H 0.012 -0.009 0.011
H 0.009 0.014 -0.013
H -0.016 0.018 -0.053
H 0.020 0.005 -0.017
H 0.004 -0.004 -0.004
H -0.011 -0.001 0.018
H 0.002 0.020 -0.024
F 0.070 0.032 -0.018
C -0.123 0.122 -0.039
C 0.069 -0.083 -0.236
C -0.277 -0.394 0.429
C 0.019 0.040 -0.017
C 0.061 -0.003 -0.205
F -0.038 0.031 0.044
C -0.002 -0.030 -0.015
C -0.133 0.003 0.021
C 0.051 -0.048 -0.053
C 0.020 0.001 -0.040
C 0.021 -0.008 -0.034
C -0.143 0.011 0.012
N 0.187 0.132 0.005
H -0.039 -0.100 0.081
H -0.014 -0.012 0.021
H -0.002 0.020 0.023
H 0.000 0.004 0.007
H -0.001 -0.035 0.009
H -0.005 0.014 -0.004
C -0.015 0.003 -0.021
C 0.104 -0.160 0.008
N 0.052 0.156 0.068
C -0.115 -0.314 -0.319
S 0.132 0.474 0.447
N 0.001 0.059 -0.013
C -0.023 0.034 0.194
C -0.011 0.009 -0.004
H 0.002 -0.011 0.001
H 0.011 -0.002 0.014
H 0.006 0.004 0.007
H -0.007 0.027 0.018
H 0.005 0.056 0.007
H 0.030 0.038 -0.065
H 0.017 -0.045 -0.040
H -0.010 -0.060 -0.047
H 0.009 -0.016 -0.027
H 0.003 -0.006 -0.002
H -0.001 -0.002 0.008
H -0.010 -0.006 0.000

Calculated values
HOMO level (alpha / beta) ... -13.430 / -13.821 eV
Multiplicity ... 6
LUMO (alpha / beta) ... -5.68 / -6.51 eV
Orbital gap (alpha / beta) ... 0.28475 / 0.26851 Eh
Net charge ... +2

***

No. 5
Below is the molecule C4H10N2OS, with properties calculated with ωB97M-V/def2-TZVPD.

Element x y z (Å)
C  3.191405  -0.991429  0.011867
C  1.983704  -0.134439  0.073119
N  0.806333  -0.919243  0.088853
C  -0.388644  -0.542405  -0.055719
C  -1.500779  -1.605458  -0.151960
O  -2.795407  -1.111863  0.207426
N  -0.889167  0.724196  -0.445651
S  -0.185604  2.188114  0.018188
H  3.168581  -1.745531  0.810045
H  4.086406  -0.355663  0.143000
H  3.177233  -1.561259  -0.947756
H  1.973398  0.533839  0.980731
H  1.994528  0.531065  -0.807757
H  -1.620730  -1.925822  -1.196171
H  -1.125764  -2.436398  0.441048
H  -2.830105  -1.116250  1.160845
H  -1.902255  0.723626  -0.598566
H  -0.722661  2.245199  1.297906

Cartesian forces, eV/Å:
C 0.796 -0.907 -0.058
C -0.415 1.958 0.263
N -1.411 -1.115 0.748
C -0.358 0.492 -1.477
C 0.327 0.414 -0.325
O 0.560 -0.340 -0.104
N -0.007 -0.527 0.197
S -0.782 0.011 0.940
H 0.077 0.221 -0.089
H -0.207 -0.529 -0.363
H 0.380 0.530 0.610
H 0.263 -0.546 -0.812
H -0.042 0.095 0.244
H 0.305 0.072 0.253
H -0.383 -0.218 0.085
H -0.225 0.110 0.468
H 0.632 0.113 0.194
H 0.491 0.168 -0.773

Calculated values
HOMO level ... -8.987 eV
SMILES string ... CC/N=C(/CO)NS
Multiplicity ... 1
LUMO ... 0.48 eV
Orbital gap ... 0.34807 Eh
Net charge ... 0

***

No. 6
Below is a 2-piece molecular cluster, C7H12N2O overall, with properties calculated with ωB97M-V/def2-TZVPD.

Element x y z (Å)
C  2.554100  -1.766726  1.820384
C  1.542022  -1.784494  1.156397
C  0.314800  -1.843434  0.340382
N  -0.547397  -0.667256  0.341758
C  -0.059133  0.594665  -0.243310
C  0.738031  1.449973  0.753981
C  0.765528  0.336941  -1.511796
C  -1.285746  1.350516  -0.667159
N  -2.033733  2.254514  -0.801030
H  3.488651  -1.670826  2.344675
H  -0.294630  -2.683359  0.703151
H  0.588291  -2.096312  -0.692626
H  -0.902195  -0.498627  1.278979
H  1.019832  2.408544  0.300040
H  0.144438  1.649149  1.656162
H  1.647760  0.909701  1.042885
H  1.721448  -0.133332  -1.246451
H  0.228293  -0.313980  -2.213656
H  0.985319  1.289722  -2.007538
O  -3.666602  0.186263  -1.064664
H  -3.282285  -0.246208  -0.269503
H  -3.666790  1.274566  -1.021059

Cartesian forces, eV/Å:
C -0.549 0.222 -0.573
C 0.998 0.019 0.600
C -0.148 -0.228 -0.088
N -0.026 -0.034 0.100
C -0.328 -0.644 -0.411
C -0.036 0.221 0.013
C 0.187 -0.113 -0.068
C -0.970 3.944 0.400
N 2.392 -2.669 0.236
H -0.453 -0.150 -0.129
H 0.144 0.199 -0.104
H -0.086 0.079 0.266
H 0.104 0.018 -0.137
H -0.090 -0.202 0.134
H 0.124 -0.020 -0.234
H -0.249 0.085 -0.100
H -0.207 0.105 -0.045
H 0.085 0.207 0.184
H -0.094 -0.222 0.117
O -0.742 2.540 -0.001
H -0.365 1.213 -0.640
H 0.309 -4.569 0.482

Calculated values
HOMO level ... -9.914 eV
SMILES string ... C#CCNC(C)(C)C#N.O
Multiplicity ... 1
LUMO ... 0.64 eV
Orbital gap ... 0.38786 Eh
Net charge ... 0